[1]
{
  "formula": "C21H24N2O",
  "method": "wB97M-V/def2-TZVPD",
  "de_lowest_kcal_mol": 0.0,
  "largest_force_ha_per_bohr": 0.0131,
  "smiles": "CC[C@@H](C(=O)NCCc1c[nH]c2ccc(C)cc12)c1ccccc1",
  "homo_lumo_gap_ha": 0.3189,
  "elements": ["C", "C", "C", "C", "O", "N", "C", "C", "C", "C", "N", "C", "C", "C", "C", "C", "C", "C", "C", "C", "C", "C", "C", "C", "H", "H", "H", "H", "H", "H", "H", "H", "H", "H", "H", "H", "H", "H", "H", "H", "H", "H", "H", "H", "H", "H", "H", "H"],
  "xyz": [[-4.43089, -0.85079, 0.22660], [-3.80442, -0.53980, -1.12543], [-2.34096, -0.06690, -1.06267], [-2.20812, 1.31923, -0.42038], [-3.13425, 1.99119, -0.02144], [-0.92398, 1.73448, -0.41371], [-0.47236, 2.97520, 0.16401], [0.27322, 2.77762, 1.49750], [1.06497, 1.50802, 1.56566], [1.09667, 0.67121, 2.64328], [1.90151, -0.40417, 2.39205], [2.38989, -0.29933, 1.12453], [3.21200, -1.15589, 0.40446], [3.54476, -0.79524, -0.88022], [3.09062, 0.40246, -1.45353], [3.50669, 0.74009, -2.85544], [2.27778, 1.25120, -0.73219], [1.89982, 0.90757, 0.56936], [-1.43485, -1.05493, -0.37476], [-0.64582, -1.92381, -1.11847], [0.17048, -2.84988, -0.49442], [0.19889, -2.92896, 0.88637], [-0.57599, -2.06185, 1.63743], [-1.37469, -1.12170, 1.01315], [-5.47353, -1.12968, 0.09028], [-4.39271, 0.02768, 0.86416], [-3.91756, -1.67525, 0.71647], [-4.38221, 0.25293, -1.60456], [-3.84961, -1.42879, -1.76007], [-1.99982, 0.04974, -2.10004], [-0.20180, 1.08226, -0.68237], [-1.35728, 3.59506, 0.32188], [0.17889, 3.47609, -0.55896], [-0.44872, 2.75983, 2.31602], [0.92922, 3.63926, 1.65261], [0.59852, 0.77462, 3.58851], [2.06608, -1.17194, 3.01922], [3.57360, -2.07542, 0.84042], [4.17803, -1.44262, -1.46930], [3.05721, 1.67445, -3.18240], [4.59017, 0.83795, -2.91701], [3.20571, -0.04985, -3.54280], [1.94758, 2.18007, -1.17361], [-0.67164, -1.87597, -2.19833], [0.78214, -3.51339, -1.08774], [0.82426, -3.66287, 1.37381], [-0.56206, -2.11814, 2.71666], [-1.95544, -0.43106, 1.60540]],
  "mulliken_charge": [-1.157, -0.855, 0.180, 0.221, -0.699, 0.222, -1.098, -0.832, 0.904, -1.118, 0.191, -1.278, -0.984, -0.588, 0.999, -1.730, -0.140, 1.182, -0.218, -0.077, -0.811, -0.403, -0.986, 0.275, 0.418, 0.265, 0.277, 0.421, 0.396, 0.455, -0.063, 0.486, 0.313, 0.361, 0.355, 0.416, 0.242, 0.397, 0.422, 0.340, 0.366, 0.367, 0.279, 0.407, 0.423, 0.465, 0.481, 0.511]
}


[2]
{
  "formula": "C9H16FN2O3",
  "method": "wB97M-V/def2-TZVPD",
  "de_lowest_kcal_mol": 32.0,
  "largest_force_ha_per_bohr": 0.0307,
  "charge": -1,
  "homo_lumo_gap_ha": 0.1483,
  "elements": ["C", "C", "C", "N", "N", "C", "C", "C", "H", "H", "H", "H", "H", "H", "H", "H", "H", "H", "H", "H", "H", "C", "C", "O", "C", "O", "O", "F", "H", "H", "H"],
  "xyz": [[-0.65070, 3.84395, 2.41815], [-2.06457, 3.37433, 2.02223], [-2.21783, 1.88418, 2.33599], [-1.53678, 1.13630, 1.29909], [-1.35982, -0.12778, 1.74105], [-1.36399, -1.11504, 0.90752], [-1.46856, -2.51252, 1.48915], [-1.21578, -0.94950, -0.57495], [-0.63468, 4.25751, 3.43009], [0.01592, 2.98209, 2.38860], [-0.29894, 4.59908, 1.71177], [-2.15491, 3.45534, 0.93768], [-2.82451, 3.98173, 2.52102], [-1.82642, 1.65579, 3.34396], [-3.28665, 1.59044, 2.32135], [-2.50014, -2.69833, 1.80788], [-1.12295, -3.28438, 0.79734], [-0.85981, -2.58030, 2.39556], [-1.68835, -0.02411, -0.92009], [-1.68341, -1.76590, -1.13608], [-0.16368, -0.88018, -0.87659], [3.24419, -1.56367, -2.06700], [3.89878, -1.33609, -3.40858], [3.10869, -2.12814, -4.26966], [1.85249, -2.19756, -3.72025], [0.89123, -2.56188, -4.30197], [1.88308, -1.78210, -2.43356], [5.18224, -1.78510, -3.43849], [3.63784, -2.45390, -1.57389], [3.32840, -0.71382, -1.39499], [3.87965, -0.30043, -3.75232]],
  "mulliken_charge": [-1.083, -0.422, -0.724, -0.518, -0.421, 0.507, -1.130, -0.888, 0.273, 0.309, 0.299, 0.298, 0.363, 0.317, 0.290, 0.195, 0.317, 0.335, 0.373, 0.345, -0.007, -0.439, 0.307, -0.337, 0.592, -0.480, -0.223, -0.291, 0.269, 0.300, 0.277]
}


[3]
{
  "formula": "C3H6N2O",
  "method": "wB97M-V/def2-TZVPD",
  "de_lowest_kcal_mol": 28.8,
  "largest_force_ha_per_bohr": 0.0105,
  "smiles": "[H]/N=C(/C=O)NC",
  "homo_lumo_gap_ha": 0.3588,
  "elements": ["H", "N", "C", "C", "O", "N", "C", "H", "H", "H", "H", "H"],
  "xyz": [[-0.47041, -1.70526, -1.06165], [-1.22104, -1.06659, -0.79591], [-0.78985, -0.03380, -0.17403], [-1.84619, 0.94892, 0.26434], [-1.58751, 1.95368, 0.88489], [0.46487, 0.36207, 0.16404], [1.66071, -0.40994, -0.05916], [-2.86986, 0.65879, -0.02883], [0.50725, 1.20806, 0.71519], [1.89303, -1.08275, 0.77659], [2.50852, 0.26159, -0.21574], [1.55045, -1.01217, -0.96526]],
  "mulliken_charge": [0.218, -0.683, 0.492, 0.060, -0.519, -0.166, -0.900, 0.364, 0.252, 0.277, 0.318, 0.286]
}